[1]
Below is a molecular structure, C36H51BrF4InN8O4Si, with properties calculated with wB97M-V/def2-TZVPD.

LUMO energy (alpha / beta): -4.94 / -4.94 eV
M: 958.656 Da
net charge: +1
frontier orbital gap (alpha / beta): 4.625 / 4.626 eV

Each line ends with the Löwdin charge.
CARTESIAN COORDINATES (ANGSTROEM)
1 In 0.181 -0.138 0.104  0.63
2 C -3.245 -1.964 0.309  -0.09
3 C -2.632 -1.627 1.675  -0.27
4 N -1.621 0.589 1.019  0.08
5 C -1.720 -0.024 3.446  -0.06
6 C -0.284 -0.556 3.614  -0.16
7 N 0.669 -0.164 2.552  -0.08
8 C 2.062 -0.562 2.796  -0.19
9 C 2.359 -2.059 2.647  -0.14
10 C 1.539 -2.808 1.600  -0.20
11 N 1.542 -2.162 0.282  -0.11
12 C 1.054 -3.025 -0.803  -0.19
13 C -0.468 -3.107 -0.852  -0.17
14 N -1.034 -1.774 -1.070  -0.10
15 C -2.513 -1.671 -1.015  -0.16
16 H -4.210 -1.457 0.259  0.12
17 H -3.449 -3.037 0.353  0.12
18 H -1.554 -2.997 2.552  0.12
19 H -3.370 -1.965 2.407  0.16
20 H -2.308 0.889 0.332  0.09
21 H -2.357 -0.533 4.172  0.13
22 H -1.749 1.034 3.700  0.11
23 H -0.272 -1.640 3.702  0.10
24 H 0.076 -0.154 4.571  0.13
25 H 0.674 0.854 2.573  0.10
26 H 2.384 -0.251 3.797  0.13
27 H 2.662 -0.004 2.069  0.11
28 H 2.191 -2.572 3.595  0.12
29 H 3.424 -2.154 2.418  0.12
30 H 0.508 -2.867 1.922  0.08
31 H 1.934 -3.829 1.517  0.13
32 H 2.500 -1.898 0.064  0.09
33 H 1.462 -4.037 -0.707  0.13
34 H 1.408 -2.603 -1.747  0.08
35 H -0.855 -3.485 0.089  0.11
36 H -0.750 -3.791 -1.659  0.14
37 H -0.791 -1.486 -2.019  0.11
38 H -2.939 -2.350 -1.762  0.13
39 H -2.748 -0.661 -1.334  0.07
40 O -1.272 2.608 2.215  0.12
41 C -0.871 1.862 1.364  -0.70
42 O 0.207 1.933 0.676  -0.10
43 C -2.473 -0.113 2.078  -0.62
44 O -3.684 0.402 2.091  -0.13
45 O -1.428 -2.382 1.824  -0.10
46 F -2.855 3.849 -0.422  0.14
47 C -4.030 3.374 0.008  -0.14
48 C -4.516 3.724 1.220  -0.13
49 F -3.880 4.597 1.960  0.17
50 C -5.809 3.262 1.674  0.00
51 C -6.564 2.495 0.720  -0.12
52 C -6.039 2.107 -0.458  -0.13
53 F -6.744 1.315 -1.259  0.14
54 C -4.696 2.445 -0.839  0.00
55 C -4.053 1.845 -1.919  -0.13
56 C -2.644 1.700 -1.992  -0.16
57 N -1.528 1.393 -1.997  0.21
58 C -4.724 1.098 -2.926  -0.19
59 N -5.185 0.480 -3.778  0.20
60 F -7.788 2.107 1.035  0.16
61 C -6.258 3.502 2.944  -0.09
62 C -5.425 4.043 3.964  -0.15
63 N -4.780 4.398 4.845  0.23
64 C -7.545 3.129 3.423  -0.15
65 N -8.568 2.871 3.877  0.23
66 C 5.040 1.336 -0.285  -0.10
67 C 5.560 0.700 -1.583  -0.62
68 C 6.941 1.300 -1.908  -0.07
69 C 5.741 -0.803 -1.327  -0.09
70 Si 4.389 1.016 -3.093  0.99
71 Br 1.834 0.335 -1.794  0.47
72 C 4.300 -0.351 -4.465  -0.62
73 C 5.690 -0.476 -5.114  -0.07
74 C 3.283 0.046 -5.547  -0.09
75 C 3.875 -1.729 -3.933  -0.11
76 C 4.065 2.846 -3.612  -0.62
77 C 4.256 3.807 -2.429  -0.09
78 C 2.640 3.062 -4.145  -0.09
79 C 5.079 3.214 -4.711  -0.07
80 H 5.676 1.017 0.544  0.09
81 H 4.017 1.026 -0.071  0.03
82 H 5.069 2.422 -0.321  0.07
83 H 7.611 1.126 -1.065  0.10
84 H 6.890 2.375 -2.075  0.07
85 H 7.382 0.839 -2.793  0.08
86 H 6.384 -0.941 -0.456  0.10
87 H 6.223 -1.298 -2.168  0.07
88 H 4.782 -1.284 -1.130  0.06
89 H 6.019 0.466 -5.552  0.08
90 H 5.640 -1.220 -5.910  0.10
91 H 6.445 -0.803 -4.399  0.07
92 H 3.568 0.965 -6.056  0.07
93 H 2.289 0.163 -5.118  0.08
94 H 3.240 -0.743 -6.299  0.10
95 H 4.630 -2.176 -3.292  0.07
96 H 3.723 -2.396 -4.782  0.10
97 H 2.939 -1.653 -3.384  0.01
98 H 3.561 3.579 -1.620  0.09
99 H 4.048 4.822 -2.767  0.10
100 H 5.276 3.794 -2.047  0.07
101 H 1.898 2.811 -3.389  0.05
102 H 2.435 2.477 -5.037  0.06
103 H 2.520 4.115 -4.400  0.10
104 H 6.109 3.068 -4.381  0.08
105 H 4.953 4.267 -4.966  0.10
106 H 4.925 2.632 -5.619  0.07


[2]
Below is 9 unconnected molecules or ions with the total composition C3H25O9, with properties calculated with wB97M-V/def2-TZVPD.

relative energy (zero: lowest compared OMol25 entry of this formula, charge and spin): 0.250 eV
LUMO energy: -2.98 eV
M: 205.224 Da
net charge: +1
frontier orbital gap: 10.042 eV

Each line ends with the Löwdin charge.
CARTESIAN COORDINATES (ANGSTROEM)
1 O 0.176 1.744 -0.168  0.19
2 H 0.940 1.403 0.382  0.10
3 H -0.093 1.161 -0.929  0.09
4 H -0.583 1.916 0.459  0.08
5 O -0.019 -0.301 -2.040  -0.04
6 H 0.374 -1.177 -2.113  0.07
7 H -0.963 -0.441 -2.209  0.06
8 O -2.265 1.766 -1.303  -0.04
9 H -2.766 1.040 -0.897  0.03
10 H -2.344 1.608 -2.253  0.07
11 O 2.288 3.994 -1.533  -0.04
12 H 1.895 4.872 -1.455  0.07
13 H 2.705 3.831 -0.679  0.05
14 O 1.442 1.913 -3.182  -0.08
15 H 1.850 2.587 -2.591  -0.01
16 H 1.274 1.122 -2.648  -0.02
17 O -1.656 2.444 1.674  -0.02
18 H -1.888 2.460 2.610  0.08
19 H -2.503 2.414 1.204  0.07
20 O -2.383 -0.940 -0.563  -0.07
21 H -2.926 -1.734 -0.488  0.07
22 H -1.786 -0.991 0.217  0.02
23 O 2.415 1.031 1.169  -0.02
24 H 3.122 0.665 0.622  0.08
25 H 2.789 1.087 2.057  0.08
26 C -0.906 -3.618 1.446  -0.05
27 C 0.101 -2.463 1.585  -0.46
28 C 1.200 -2.705 0.544  -0.05
29 O -0.399 -1.132 1.463  -0.06
30 H -0.446 -4.588 1.624  0.09
31 H -1.173 -3.615 0.382  0.07
32 H -1.853 -3.601 1.986  0.08
33 H 0.619 -2.629 2.533  0.14
34 H 1.862 -3.520 0.826  0.09
35 H 1.804 -1.808 0.392  0.07
36 H 0.823 -2.909 -0.460  0.07
37 H -0.727 -0.887 2.337  0.11